(1)
The following is a quantum chemistry calculation of a 3-piece molecular cluster, C22H44N3O5 overall, from OMol25.

As for the charge: +1.

Positions of all 74 atoms, in Å:
C1 -3.8972 0.0252 -1.1477
C2 -2.6786 0.4797 -1.9664
C3 -1.4323 0.8213 -1.1449
C4 -0.5777 -0.3524 -0.5990
C5 -0.9737 -1.7330 -1.1056
N1 -0.5354 -0.3344 0.8978
C6 -1.5534 -0.0777 1.7170
N2 -1.0769 -0.1242 2.9390
N3 0.2446 -0.3939 2.9601
C7 0.5741 -0.5305 1.7057
C8 1.9423 -0.8406 1.2254
C9 2.1331 -2.3486 0.9659
C10 2.4053 -3.1411 2.2567
C11 1.7551 -4.5307 2.2078
C12 0.3018 -4.5221 2.7235
C13 -0.6937 -5.1556 1.7663
O1 -0.2022 -6.4062 1.3501
C14 -1.1829 -7.2175 0.7382
H1 -4.2509 -0.9672 -1.4295
H2 -3.7093 0.0293 -0.0739
H3 -4.7309 0.7098 -1.2919
H4 -2.4628 -0.2560 -2.7415
H5 -2.9443 1.3938 -2.4992
H6 -1.7487 1.4708 -0.3230
H7 -0.7766 1.4411 -1.7599
H8 0.4583 -0.1675 -0.8785
H9 -1.0469 -1.7025 -2.1908
H10 -1.9264 -2.0652 -0.6893
H11 -0.2161 -2.4746 -0.8651
H12 -2.5721 0.1454 1.4497
H13 -1.5863 0.0400 3.7949
H14 2.6361 -0.5181 2.0027
H15 2.1734 -0.2651 0.3264
H16 1.2158 -2.7466 0.5281
H17 2.9428 -2.4794 0.2487
H18 3.4840 -3.2354 2.3922
H19 1.9878 -2.5775 3.0969
H20 1.7524 -4.8910 1.1761
H21 2.3443 -5.2355 2.7927
H22 0.2386 -5.0391 3.6831
H23 -0.0323 -3.4932 2.9115
H24 -0.8601 -4.5090 0.8860
H25 -1.6675 -5.2769 2.2615
H26 -1.8825 -6.6228 0.1387
H27 -1.7555 -7.7760 1.4865
H28 -0.6787 -7.9223 0.0789
O2 3.7851 0.2740 -1.5763
C15 4.6221 0.9725 -1.0635
O3 5.1224 0.5854 0.1249
C16 6.2336 1.2451 0.7570
C17 5.7993 2.4481 1.5648
C18 5.0648 2.2745 -1.6822
H29 6.9944 1.4962 0.0186
H30 6.6600 0.4837 1.4070
H31 5.3558 3.2196 0.9350
H32 6.6567 2.8811 2.0796
H33 5.0609 2.1546 2.3113
H34 4.3553 3.0490 -1.3896
H35 5.0238 2.1624 -2.7622
H36 6.0630 2.5932 -1.3991
O4 -4.3174 3.1539 -0.6385
C19 -4.0341 4.1746 -1.2151
O5 -5.0239 5.0183 -1.5291
C20 -4.8046 6.3233 -2.0917
C21 -4.6505 6.2756 -3.5955
C22 -2.6186 4.4862 -1.6436
H37 -3.9607 6.8107 -1.6030
H38 -5.6972 6.8815 -1.8181
H39 -3.7696 5.7071 -3.8956
H40 -4.5542 7.2862 -3.9922
H41 -5.5240 5.8073 -4.0477
H42 -2.4347 3.9937 -2.5993
H43 -1.9412 4.0705 -0.9017
H44 -2.4045 5.5446 -1.7558

Now the Mulliken charges, all in e: -1.012 -0.595 -1.234 0.950 -1.597 0.311 -0.086 0.151 -0.634 0.527 -0.634 0.486 -0.978 -0.959 -0.494 -0.315 -0.332 -0.756 0.310 0.032 0.382 0.510 0.405 0.364 0.396 0.115 0.415 0.301 0.375 0.373 0.208 0.469 -0.009 -0.653 0.481 0.400 0.449 0.458 0.421 0.412 0.201 0.029 0.441 0.310 0.270 0.256 -0.586 0.951 -0.378 -0.434 -0.977 -1.165 0.386 0.358 0.276 0.383 0.259 0.274 0.336 0.356 -0.525 0.729 -0.363 -0.418 -0.934 -0.902 0.372 0.303 0.263 0.353 0.299 0.249 0.249 0.368

=====

(2)
The following is a quantum chemistry calculation of the molecule C5H10O, from OMol25.

As for the charge: 0. Its SMILES is C[C@@H](O)C1CC1.

Positions of all 16 atoms, in Å:
C1 -2.0067 0.0356 0.6885
C2 -0.6470 0.1604 -0.0167
O1 -0.5393 1.4388 -0.6438
C3 0.5399 0.0580 0.9136
C4 1.4909 -1.1091 0.8653
C5 1.8889 0.2173 0.2897
H1 -1.9154 -0.0566 1.7746
H2 -2.5898 -0.8151 0.3276
H3 -2.5623 0.9536 0.4774
H4 -0.5632 -0.6206 -0.7907
H5 -1.2090 1.4798 -1.3379
H6 0.3908 0.5208 1.8869
H7 1.9674 -1.4192 1.7909
H8 1.2788 -1.9315 0.1865
H9 1.8984 0.3265 -0.7897
H10 2.6304 0.8191 0.8041

Now the Mulliken charges, all in e: -1.170 0.331 -0.569 -0.228 -0.645 -0.572 0.323 0.300 0.306 0.253 0.317 0.401 0.256 0.223 0.218 0.256

=====

(3)
The following is a quantum chemistry calculation of the molecule C19H20F2N2O3 in a non-equilibrium geometry, from OMol25.

As for the charge: 0. Its SMILES is O=C(NCCC1=CCCCC1)c1cc(COc2c(F)cccc2F)on1.

Positions of all 46 atoms, in Å:
O1 2.9182 2.4320 -0.5026
C1 2.3900 1.3838 -0.8119
N1 3.0079 0.3567 -1.4306
C2 4.4451 0.2523 -1.4891
C3 4.9585 -0.7850 -0.4760
C4 4.3877 -0.5035 0.8930
C5 4.8010 0.5329 1.6090
C6 4.2005 0.9478 2.9147
C7 2.8408 0.2905 3.1264
C8 2.9487 -1.2002 2.8302
C9 3.2794 -1.4099 1.3549
C10 0.9485 1.1194 -0.5549
C11 -0.0259 2.0387 -0.0937
C12 -1.1554 1.2796 0.0254
C13 -2.5431 1.6266 0.4634
O2 -3.5313 1.1470 -0.4246
C14 -3.7482 -0.1868 -0.5691
C15 -3.4282 -1.2207 0.3111
F1 -2.8007 -0.9611 1.4824
C16 -3.7360 -2.5425 0.0410
C17 -4.3970 -2.8771 -1.1239
C18 -4.7485 -1.8822 -2.0205
C19 -4.4205 -0.5738 -1.7373
F2 -4.7559 0.3887 -2.6151
O3 -0.8765 0.0152 -0.3339
N2 0.4193 -0.0744 -0.6891
H1 2.4682 -0.4852 -1.5719
H2 4.8361 1.2420 -1.2455
H3 4.7522 -0.0196 -2.5036
H4 4.6661 -1.7844 -0.8046
H5 6.0485 -0.7354 -0.4573
H6 5.6116 1.1503 1.2460
H7 4.1005 2.0357 2.9283
H8 4.8793 0.6740 3.7301
H9 2.4971 0.4547 4.1496
H10 2.1131 0.7416 2.4477
H11 2.0142 -1.7091 3.0752
H12 3.7401 -1.6302 3.4480
H13 3.5696 -2.4511 1.1844
H14 2.3843 -1.2231 0.7513
H15 0.1145 3.0784 0.1063
H16 -2.7128 1.2747 1.4886
H17 -2.6555 2.7132 0.4428
H18 -3.4511 -3.2902 0.7635
H19 -4.6395 -3.9060 -1.3329
H20 -5.2658 -2.1041 -2.9397

Now the Mulliken charges, all in e: -0.689 0.124 -0.109 -0.843 -1.422 1.004 -0.468 -0.778 -0.433 -0.961 -0.415 1.119 -1.345 1.085 -0.656 -0.438 0.179 0.905 -0.330 -0.797 -0.393 -0.600 0.343 -0.293 0.067 -0.763 0.341 0.399 0.406 0.364 0.413 0.352 0.371 0.347 0.337 0.037 0.390 0.335 0.359 0.185 0.431 0.221 0.359 0.438 0.376 0.444

=====

(4)
The following is a quantum chemistry calculation of the molecule C3H2O4 in a non-equilibrium geometry, from OMol25.

As for the charge: 0. Its SMILES is O=CC(=O)C(=O)O.

Positions of all 9 atoms, in Å:
O1 1.3125 0.4555 1.3722
C1 1.3142 -0.5206 0.6510
C2 0.3251 -0.5865 -0.5168
O2 0.3170 -1.4817 -1.3299
C3 -0.6811 0.5842 -0.4823
O3 -0.6738 1.4631 -1.3223
O4 -1.5755 0.3992 0.4676
H1 2.0035 -1.3559 0.7818
H2 -2.3417 1.0426 0.3785

Now the Mulliken charges, all in e: -0.436 0.019 0.504 -0.470 0.562 -0.513 -0.428 0.391 0.370

=====

E for the records above, in order: -38229.5004; -7393.5527; -34583.6395; -11332.2392 eV
HOMO energy for the records above, in order: -11.72; -10.23; -8.76; -10.33 eV
Relative energy (zero: lowest compared OMol25 entry of this formula, charge and spin) for the records above, in order: 0.00; 27.96; 31.20; 20.52 kcal/mol